1.
Here is C23H23N5O5S2Tc as an isolated structure from the Open Molecules 2025 dataset. Energies are from ωB97M-V with the def2-TZVPD basis set.

Atoms and positions in Å:
Tc -0.89 -0.17 -0.31
O 2.52 -1.06 1.73
S 2.51 -0.20 0.60
O 2.56 1.21 0.76
N 1.09 -0.49 -0.35
C 1.41 -0.83 -1.57
S 0.00 -0.80 -2.56
C 2.80 -1.08 -1.84
C 3.40 -1.55 -3.00
C 4.78 -1.73 -2.99
C 5.53 -1.44 -1.87
C 4.94 -0.95 -0.70
C 3.57 -0.78 -0.72
H 2.80 -1.77 -3.88
H 5.27 -2.10 -3.88
H 6.60 -1.59 -1.89
H 5.52 -0.70 0.17
N -1.20 9.30 4.58
C -1.14 8.39 3.89
C -1.07 7.26 3.01
C -0.90 7.46 1.64
C -0.81 6.37 0.80
C -0.90 5.08 1.30
C -1.08 4.88 2.67
C -1.16 5.97 3.52
N -0.81 3.95 0.43
C -0.97 3.98 -0.94
C -0.84 2.71 -1.38
N -0.60 1.90 -0.30
C -0.60 2.68 0.78
H -0.84 8.46 1.25
H -0.65 6.55 -0.26
H -1.18 3.89 3.08
H -1.30 5.81 4.58
H -1.17 4.88 -1.51
H -0.88 2.32 -2.39
H -0.37 2.35 1.78
O 0.59 -3.32 -0.23
C -0.62 -3.23 -0.03
O -1.36 -2.19 -0.09
C -1.38 -4.55 0.27
N -0.33 -5.56 0.62
C -0.48 -6.74 -0.29
C -1.04 -6.11 -1.55
C -2.05 -5.10 -1.00
H -2.09 -4.38 1.08
H -0.31 -5.81 1.61
H 0.54 -5.04 0.38
H -1.19 -7.44 0.15
H 0.47 -7.24 -0.41
H -1.50 -6.85 -2.20
H -0.25 -5.61 -2.10
H -2.99 -5.60 -0.74
H -2.28 -4.31 -1.71
C -3.99 0.18 0.41
O -2.61 0.15 0.16
H -4.19 -0.01 1.47
H -4.50 -0.58 -0.18
H -4.40 1.16 0.15

Multiplicity: 4
Orbital gap (spin up / spin down), Eh: 0.227 / 0.227
E_HOMO (spin up / spin down), eV: -13.827 / -13.833
Expectation value of S²: 3.790
Charge: +2

2.
Here is one molecule with the formula C25H25N5O3S from the Open Molecules 2025 dataset. Energies are from ωB97M-V with the def2-TZVPD basis set.

Atoms and positions in Å:
C -2.66 3.01 1.90
H -2.14 3.02 0.94
H -2.91 4.03 2.17
C -1.78 2.40 2.99
N -1.38 1.04 2.70
C -1.72 0.05 3.56
O -2.54 0.21 4.44
C -1.04 -1.29 3.37
H -1.30 -1.93 4.22
H 0.05 -1.19 3.29
S -1.54 -2.17 1.86
C 0.00 -2.35 1.03
N 1.08 -1.93 1.63
C 2.26 -2.05 1.00
C 3.41 -1.59 1.67
C 4.63 -1.66 1.05
C 4.74 -2.17 -0.25
C 3.64 -2.62 -0.92
C 2.37 -2.58 -0.32
C 1.17 -3.03 -0.95
C -0.01 -2.91 -0.26
H -0.95 -3.25 -0.68
C 1.20 -3.59 -2.33
H 0.20 -3.88 -2.65
H 1.84 -4.47 -2.37
H 1.59 -2.86 -3.03
H 3.74 -3.02 -1.92
H 5.71 -2.21 -0.73
H 5.52 -1.30 1.56
H 3.30 -1.19 2.66
C -0.39 0.89 1.69
C -0.76 0.58 0.40
N -2.06 0.42 0.07
H -2.31 -0.06 -0.78
H -2.70 0.33 0.84
N 0.19 0.46 -0.59
C 1.54 0.67 -0.35
O 2.37 0.54 -1.22
N 1.85 1.03 0.92
C 0.99 1.12 2.03
O 1.43 1.39 3.12
H 2.84 1.16 1.12
C -0.20 0.15 -1.96
C -1.10 1.20 -2.56
C -2.18 0.84 -3.35
C -2.99 1.81 -3.91
C -2.74 3.15 -3.67
C -1.67 3.52 -2.88
C -0.84 2.55 -2.33
H 0.00 2.84 -1.72
H -1.46 4.56 -2.69
H -3.38 3.91 -4.10
H -3.83 1.52 -4.53
H -2.38 -0.20 -3.54
H -0.67 -0.84 -2.00
H 0.74 0.10 -2.52
H -0.88 3.01 3.13
H -2.33 2.37 3.94
H -3.58 2.45 1.79

Structure (SMILES): CCN(C(=O)CSc1cc(C)c2ccccc2n1)c1c(N)n(Cc2ccccc2)c(=O)[nH]c1=O
ΔE to the lowest compared entry with this formula, charge and spin, kJ/mol: 0.00
Orbital gap, Eh: 0.307
E_HOMO, eV: -8.368
Charge: 0

3.
Here is one molecule with the formula C2H3N3O3 from the Open Molecules 2025 dataset. Energies are from ωB97M-V with the def2-TZVPD basis set.

Atoms and positions in Å:
C 0.83 -1.16 -0.99
C -1.26 0.40 0.75
H 0.37 -1.83 -0.30
H 0.95 -1.62 -2.00
H 1.79 -0.87 -0.57
N -0.21 0.63 -0.05
N 0.61 1.60 0.42
N 0.16 1.99 1.51
O -0.12 0.01 -1.30
O -0.94 1.21 1.88
O -2.18 -0.37 0.64

Structure (SMILES): COn1nnoc1=O
ΔE to the lowest compared entry with this formula, charge and spin, kJ/mol: 296.20
Orbital gap, Eh: 0.415
E_HOMO, eV: -10.680
Charge: 0

4.
Here is one molecule with the formula C4H10N2O2 from the Open Molecules 2025 dataset. Energies are from ωB97M-V with the def2-TZVPD basis set.

Atoms and positions in Å:
C 0.08 0.98 0.32
N 1.32 1.37 -0.42
C 2.47 0.44 -0.45
O 2.88 0.10 0.86
C -0.82 0.25 -0.64
N -2.15 0.03 0.01
C -2.53 -1.26 0.20
O -1.82 -2.23 0.02
H 0.39 0.28 1.09
H -0.35 1.91 0.67
H 1.64 2.28 -0.13
H 2.18 -0.39 -1.08
H 3.32 1.01 -0.85
H 2.20 -0.41 1.29
H -0.40 -0.71 -0.93
H -1.02 0.75 -1.60
H -2.65 0.84 0.32
H -3.62 -1.34 0.39

Structure (SMILES): O=CNCCNCO
ΔE to the lowest compared entry with this formula, charge and spin, kJ/mol: 202.97
Orbital gap, Eh: 0.367
E_HOMO, eV: -9.236
Charge: 0

5.
Here is C17H23O3Re as an isolated structure from the Open Molecules 2025 dataset. Energies are from ωB97M-V with the def2-TZVPD basis set.

Atoms and positions in Å:
Re -0.08 0.19 1.11
C 1.87 0.30 2.27
C 2.65 -0.36 1.27
C 2.65 0.40 0.09
H 3.22 -1.26 1.44
C 1.80 1.53 0.27
C 1.42 1.56 1.68
H 1.08 2.41 2.25
H 1.83 0.08 3.33
H 3.26 0.23 -0.79
H 1.64 2.33 -0.46
C -2.15 0.29 1.62
C -1.46 1.51 1.99
C -1.00 2.11 0.77
H -1.38 1.91 2.99
C -1.34 1.26 -0.33
C -2.06 0.14 0.19
H -2.52 -0.65 -0.40
H -2.82 -0.26 2.27
H -0.51 3.07 0.67
H -1.17 1.47 -1.39
O 0.57 -1.82 0.67
C -0.37 0.47 -3.67
C 0.24 -0.53 -3.02
C 0.39 1.73 -4.04
C -1.82 0.38 -4.07
C 0.56 -2.18 -0.54
H 1.24 -0.42 -2.63
H -0.27 -1.48 -2.88
H -0.40 -2.50 -0.97
H 1.52 -2.18 -1.06
H 0.17 2.06 -5.08
H 1.47 1.55 -3.94
H 0.13 2.55 -3.36
H -1.95 -0.02 -5.08
H -2.31 1.36 -4.02
H -2.32 -0.31 -3.38
C 0.08 -2.72 4.34
O 0.27 -1.63 3.41
C -0.69 -1.48 2.47
O -1.62 -2.25 2.31
H 0.59 -2.37 5.24
H 0.57 -3.59 3.92
H -0.97 -2.89 4.54

Multiplicity: 4
Orbital gap (spin up / spin down), Eh: 0.144 / 0.236
E_HOMO (spin up / spin down), eV: -0.863 / -3.479
Expectation value of S²: 3.774
Charge: -1

6.
Here is a 10-piece molecular cluster, C18H57N16O10 overall from the Open Molecules 2025 dataset. Energies are from ωB97M-V with the def2-TZVPD basis set.

Atoms and positions in Å:
C 1.94 -2.15 17.20
C 0.66 -2.40 17.92
C -0.63 -2.68 17.09
O 0.90 -3.30 18.99
H 1.87 -1.33 16.48
H 2.41 -2.96 16.66
H 2.69 -1.74 17.88
H 0.33 -1.45 18.33
H -0.82 -3.68 16.70
H -0.85 -1.93 16.33
H -1.53 -2.41 17.65
C -1.92 0.96 15.74
C -2.79 0.23 16.78
C -3.83 1.15 17.49
O -3.18 2.30 18.03
C -2.35 2.00 19.23
N -3.56 -0.74 16.06
H -1.02 1.35 16.22
H -2.53 1.72 15.26
H -1.46 0.25 15.04
H -2.13 -0.22 17.53
H -4.21 0.54 18.30
H -4.60 1.51 16.81
H -1.64 2.80 19.43
H -1.81 1.06 19.15
H -2.99 2.01 20.11
H -4.10 -0.18 15.41
H -3.02 -1.34 15.45
C 1.76 -3.28 23.49
C 0.22 -3.42 23.42
C -0.62 -2.71 24.45
O -0.86 -1.35 23.93
C 0.16 -0.39 24.30
N -0.21 -3.03 22.07
H 2.03 -2.34 23.01
H 2.31 -4.04 22.93
H 2.20 -3.26 24.48
H 0.07 -4.50 23.52
H -0.25 -2.77 25.48
H -1.61 -3.15 24.34
H 0.03 0.30 25.13
H 0.21 0.32 23.48
H 1.18 -0.78 24.35
H 0.42 -3.17 21.29
H -0.49 -2.06 22.13
C -3.29 -1.06 20.91
O -2.47 -1.69 20.31
N -3.21 -0.69 22.17
N -4.34 -0.69 20.42
H -2.33 -0.86 22.63
H -4.02 -0.28 22.62
H -4.95 -0.24 21.08
H -4.65 -1.21 19.61
C 1.62 -0.04 13.44
O 1.24 0.30 12.37
N 2.63 -0.81 13.74
N 1.19 0.50 14.49
H 3.26 -1.14 13.03
H 2.88 -0.90 14.72
H 0.54 1.27 14.44
H 1.45 0.13 15.39
C 1.25 -6.35 21.16
O 0.09 -6.03 21.28
N 2.09 -5.75 20.39
N 1.97 -7.24 21.80
H 3.03 -6.12 20.43
H 1.83 -4.87 19.96
H 1.39 -7.93 22.25
H 2.77 -7.56 21.26
C 1.29 0.67 20.81
O 1.25 1.76 21.32
N 2.32 0.18 20.18
N 0.20 -0.05 20.70
H 2.16 -0.78 19.90
H 3.23 0.59 20.33
H -0.64 0.44 20.97
H 0.20 -0.93 20.20
C -3.24 -4.91 15.94
O -3.25 -5.18 17.14
N -3.80 -3.85 15.44
N -2.63 -5.60 14.97
H -4.18 -3.09 15.99
H -3.78 -3.74 14.44
H -1.98 -6.32 15.24
H -2.70 -5.33 13.99
C 0.10 -6.93 17.28
O -0.70 -6.81 18.20
N 1.09 -6.18 17.06
N -0.20 -7.65 16.26
H 1.34 -6.01 16.10
H 1.37 -5.49 17.75
H 0.37 -7.48 15.45
H -1.06 -8.17 16.17
C 4.67 -3.22 19.99
O 5.85 -2.94 20.24
N 3.62 -2.75 20.59
N 4.31 -4.06 19.09
H 2.77 -2.99 20.11
H 3.66 -2.01 21.28
H 3.32 -4.10 18.91
H 4.98 -4.45 18.44

ΔE to the lowest compared entry with this formula, charge and spin, kJ/mol: 726.52
Orbital gap, Eh: 0.263
E_HOMO, eV: -4.851
Charge: -1

Number 1: largest force on an atom 1.92 eV/A, M 611.6 g mol⁻¹, total energy -2416.87909 hartree. Number 2: largest force on an atom 0.77 eV/A, M 475.6 g mol⁻¹, total energy -1865.47781 hartree. Number 3: largest force on an atom 3.86 eV/A, M 117.1 g mol⁻¹, total energy -467.85151 hartree. Number 4: largest force on an atom 2.73 eV/A, M 118.1 g mol⁻¹, total energy -418.38366 hartree. Number 5: largest force on an atom 5.08 eV/A, M 461.6 g mol⁻¹, total energy -965.34538 hartree. Number 6: largest force on an atom 11.40 eV/A, M 657.8 g mol⁻¹, total energy -2348.57596 hartree.